Molecular formula: C3H6O2S2
Method: DFT, ωB97M-V/def2-TZVPD

For the HOMO energy, the calculation gives -9.30 eV. As for the total energy: -28969.78090 eV. The HOMO-LUMO gap is 0.3305 Ha.

The geometry in ORCA input format:
```
! RIJCOSX wB97M-V def2-TZVPD def2/J DEFGRID3
* xyz 0 1
C 0.402 1.096 0.012
C -0.387 -0.037 0.229
C -0.255 -1.464 0.146
O 0.081 0.761 1.256
O 1.096 -1.930 0.178
S 2.203 0.945 -0.512
S -2.684 0.394 -0.136
H 0.069 1.943 -0.526
H -0.830 -1.638 -0.891
H -0.882 -2.029 0.802
H 1.625 -1.889 -0.622
H 2.278 2.182 -0.273
H -2.717 1.666 0.337
*
```

Atomic partial charges in e from the Mulliken method, atoms 1 to 5: -0.071 0.380 -0.510 -0.334 -0.499